Density functional theory data (wB97M-V/def2-TZVPD) for 2 unconnected molecules or ions with the total composition C3H9NO4 at a distorted geometry.

Multiplicity = 2
Net charge = +1

Last column: Löwdin charge in e.
Geometry (Å):
C -1.404 0.316 -0.637  -0.080
C -1.760 1.093 -1.849  -0.195
O -1.576 0.100 -2.863  -0.051
N 0.017 -0.088 -0.462  0.305
C 0.357 -0.651 0.736  -0.409
O -0.573 -0.603 1.807  0.120
O 1.496 -1.104 0.798  0.250
H -1.756 0.699 0.346  0.163
H -2.016 -0.676 -0.583  0.211
H -2.722 1.451 -1.955  0.109
H -1.041 1.950 -2.167  0.169
H -1.676 0.467 -3.726  0.091
H 0.722 0.159 -1.099  0.178
H -0.951 -1.436 2.096  0.143
H 3.644 -0.954 3.038  -0.070
H 4.979 -0.153 2.981  0.086
O 4.260 -0.570 3.540  -0.019

***

Density functional theory data (wB97M-V/def2-TZVPD) for 2 unconnected molecules or ions with the total composition C3H9NO4S at a distorted geometry.

Net charge = 0

Last column: Löwdin charge in e.
Geometry (Å):
C -0.227 2.024 0.397  -0.127
C -0.031 0.731 -0.320  -0.309
C 1.920 -0.046 0.127  -0.255
N -1.999 -1.131 -1.161  -0.054
O -0.251 -1.705 0.543  -0.350
O -2.008 -0.189 1.222  -0.308
O 1.897 -1.042 -0.782  0.036
O 1.746 -0.225 1.440  0.074
S -1.099 -0.612 0.161  0.633
H -1.261 2.382 0.180  0.093
H -0.163 1.704 1.434  0.065
H 0.657 2.706 0.326  0.098
H -0.064 0.713 -1.340  0.048
H 2.522 0.668 -0.244  0.115
H -1.416 -1.469 -1.896  0.058
H -2.664 -1.804 -0.893  0.052
H 1.333 -1.787 -0.686  0.072
H 1.108 -0.918 1.490  0.058

***

Density functional theory data (wB97M-V/def2-TZVPD) for a molecular structure, C3H9NOS at a distorted geometry.

Net charge = 0

Last column: Löwdin charge in e.
Geometry (Å):
C -0.653 0.970 -1.069  -0.115
C 0.998 -1.144 -0.423  -0.120
C 0.235 0.181 -0.066  -0.492
N 0.123 -0.537 2.579  -0.310
O -2.024 -0.911 1.179  -0.430
S -0.786 -0.114 1.438  0.660
H -0.159 0.960 -1.989  0.058
H -1.568 0.544 -1.317  0.054
H -0.841 1.962 -0.727  0.065
H 0.179 -1.994 -0.522  0.121
H 1.671 -1.383 0.478  0.077
H 1.829 -1.009 -1.178  0.085
H 1.066 1.131 0.453  0.206
H -0.101 -1.523 2.963  0.064
H -1.273 1.156 1.769  0.077

***

Density functional theory data (wB97M-V/def2-TZVPD) for 2 unconnected molecules or ions with the total composition C3H9NOS at a distorted geometry.

Structure (SMILES) = NC=O.CCS
Net charge = 0

Last column: Löwdin charge in e.
Geometry (Å):
C -0.223 -1.320 -0.800  -0.192
C 0.950 -1.728 0.051  -0.574
S 2.619 -1.670 -0.830  0.641
H -0.534 -2.090 -1.527  0.076
H -0.062 -0.394 -1.341  0.053
H -1.112 -1.429 -0.184  0.070
H 1.148 -1.197 0.978  0.055
H 0.837 -2.771 0.346  0.058
H 2.969 -0.421 -0.551  -0.185
C -0.748 2.247 1.207  -0.418
N -1.455 2.286 0.029  0.100
O -1.190 1.746 2.207  0.025
H 0.171 2.843 1.180  0.123
H -1.004 2.034 -0.830  0.076
H -2.366 1.863 0.066  0.093

***

Density functional theory data (wB97M-V/def2-TZVPD) for a gas-phase ion, C3H9NOS (charge +1) at a distorted geometry.

Multiplicity = 2
Net charge = +1

Last column: Löwdin charge in e.
Geometry (Å):
C -0.600 1.238 0.596  -0.204
O -1.712 1.781 -0.070  -0.023
C -0.278 -0.216 0.109  -0.411
C 1.258 -0.285 0.252  -0.438
S 1.945 -1.888 -0.164  1.140
N -0.689 -0.387 -1.257  0.076
H 0.241 1.894 0.404  0.123
H -0.830 1.144 1.646  0.133
H -1.656 1.543 -1.003  0.083
H -0.718 -0.924 0.810  0.143
H 1.626 0.012 1.234  0.117
H 1.706 0.366 -0.494  0.100
H 1.628 -2.590 0.949  -0.029
H -0.229 -1.162 -1.717  0.074
H -1.693 -0.526 -1.294  0.115

***

Density functional theory data (wB97M-V/def2-TZVPD) for a molecular structure, C3H9NP2 at a distorted geometry.

Multiplicity = 3
Net charge = 0

Last column: Löwdin charge in e.
Geometry (Å):
C 2.256 -0.771 -0.319  -0.396
C 0.249 0.824 1.414  -0.165
C -0.314 0.090 0.180  -0.740
N -1.495 0.706 -0.439  -0.447
P 1.077 0.081 -1.099  0.843
P -2.358 -0.022 -1.727  0.728
H 3.138 -1.066 -0.887  -0.004
H 2.500 -1.127 0.736  0.050
H 1.247 0.312 1.542  0.047
H -0.485 0.669 2.225  0.074
H 0.248 1.919 1.141  0.089
H -0.508 -1.192 0.686  0.177
H -1.900 1.091 0.371  0.033
H -2.502 -1.500 -1.447  -0.102
H -1.152 -0.012 -2.376  -0.188

***

Density functional theory data (wB97M-V/def2-TZVPD) for 2 unconnected molecules or ions with the total composition C3H9NS at a distorted geometry.

Structure (SMILES) = C=C(C)N.S
Net charge = 0

Last column: Löwdin charge in e.
Geometry (Å):
C -0.350 1.340 1.800  -0.046
C -1.063 0.713 0.645  -0.458
C -1.995 1.330 -0.067  0.038
N -0.590 -0.579 0.315  0.005
H -0.880 2.234 2.118  0.079
H -0.254 0.623 2.613  0.078
H 0.646 1.664 1.509  0.087
H -2.357 0.919 -0.997  0.058
H -2.256 2.348 0.185  0.058
H -0.406 -1.185 1.096  0.109
H 0.701 -0.689 -0.566  -0.191
H -1.169 -1.001 -0.396  0.104
S 1.898 -1.158 -1.304  0.345
H 1.393 -2.366 -1.588  -0.265

***

Density functional theory data (wB97M-V/def2-TZVPD) for 2 unconnected molecules or ions with the total composition C3H9NS.

Structure (SMILES) = C=NCC.S
Net charge = 0

Last column: Löwdin charge in e.
Geometry (Å):
C 0.800 1.247 -1.551  -0.100
C 0.109 0.341 -0.548  -0.334
C 1.417 -0.393 1.229  -0.065
N 0.700 0.531 0.768  -0.044
H 0.276 1.244 -2.506  0.069
H 0.861 2.259 -1.157  0.072
H 1.804 0.866 -1.738  0.071
H 0.178 -0.706 -0.865  0.096
H -0.956 0.571 -0.452  0.098
H 1.538 -1.341 0.697  0.073
H 1.919 -0.282 2.185  0.065
S -2.833 -1.983 1.597  0.470
H -2.440 -1.544 0.394  -0.246
H -3.374 -0.812 1.945  -0.223

***

Density functional theory data (wB97M-V/def2-TZVPD) for 2 unconnected molecules or ions with the total composition C3H9NS at a distorted geometry.

Structure (SMILES) = C=N.CCS
Net charge = 0

Last column: Löwdin charge in e.
Geometry (Å):
C 0.888 5.548 -3.118  -0.148
N 1.098 5.588 -1.860  0.002
H 0.142 6.170 -3.626  0.059
H 1.423 4.848 -3.751  0.051
H -0.123 -0.848 1.437  -0.150
H 0.205 5.839 -1.428  0.036
C -0.246 -3.778 2.263  -0.174
C -0.766 -3.206 0.942  -0.581
S 0.158 -1.663 0.375  0.621
H 0.648 -4.348 2.005  0.067
H 0.053 -2.966 2.914  0.054
H -0.934 -4.464 2.745  0.066
H -0.732 -3.798 0.043  0.043
H -1.815 -2.921 1.060  0.054

***

Density functional theory data (wB97M-V/def2-TZVPD) for 2 unconnected molecules or ions with the total composition C3H9NS at a distorted geometry.

Multiplicity = 2
Net charge = +1

Last column: Löwdin charge in e.
Geometry (Å):
C -0.573 1.522 0.443  0.000
C -0.247 0.076 -0.048  -0.447
C 1.233 -0.444 0.329  -0.400
S 1.460 -2.111 -0.591  0.805
N -1.181 -0.986 0.070  0.069
H 0.039 2.274 -0.103  0.106
H -1.663 1.695 0.170  0.119
H -0.536 1.771 1.477  0.087
H 0.020 -0.007 -1.293  0.061
H 1.144 -0.871 1.342  0.088
H 1.954 0.349 0.171  0.093
H 0.060 -0.321 -2.290  0.346
H -0.632 -1.594 -0.612  0.008
H -1.077 -1.354 0.936  0.063

***

Density functional theory data (wB97M-V/def2-TZVPD) for C3H9NS2 in the gas phase at a distorted geometry.

Structure (SMILES) = CNCCSS
Net charge = 0

Last column: Löwdin charge in e.
Geometry (Å):
S 0.155 -2.356 -3.450  0.322
S -0.500 -1.883 -1.631  0.416
C 0.377 -0.465 -1.048  -0.581
C -0.046 -0.262 0.409  -0.305
N -0.245 1.246 0.585  -0.153
C -0.590 1.561 1.980  -0.142
H 1.196 -3.085 -3.181  -0.225
H 1.451 -0.573 -1.212  0.077
H 0.037 0.456 -1.547  0.080
H 0.676 -0.560 1.176  0.113
H -1.062 -0.566 0.656  0.091
H 0.681 1.577 0.330  0.090
H -1.361 0.824 2.215  0.074
H -0.960 2.584 1.972  0.071
H 0.191 1.503 2.746  0.073

***

Density functional theory data (wB97M-V/def2-TZVPD) for C3H9NS2 in the gas phase at a distorted geometry.

Net charge = 0

Last column: Löwdin charge in e.
Geometry (Å):
C -2.497 0.524 -0.194  -0.176
C 2.403 -0.650 -0.456  -0.243
C -1.533 -0.721 -0.339  -0.551
N 2.071 1.172 1.530  -0.448
S -0.457 -0.704 1.236  0.485
S 1.231 0.688 0.329  0.632
H -3.220 0.479 0.571  0.045
H -1.752 1.263 -0.226  0.010
H -2.957 0.680 -1.259  0.102
H 1.746 -1.199 -1.063  -0.002
H 2.712 -1.363 0.301  0.038
H 3.344 -0.150 -0.812  0.065
H -0.754 -0.377 -1.065  0.031
H -1.960 -1.625 -0.559  0.016
H 1.622 1.983 2.006  -0.003

***

Energy relative to the best compared isomer or geometry (same formula, charge and spin) (kcal/mol)
29.0 49.6 93.5 17.8 23.2 41.8 21.0 23.1 38.9 111.9 21.7 68.2